{
  "formula": "C29H30CrF3N9O2S2",
  "method": "wB97M-V/def2-TZVPD",
  "lumo_energy_ha": [-0.077, -0.085],
  "homo_energy_ev": [-10.0, -10.1],
  "de_lowest_kcal_mol": 15.32,
  "total_charge": 1,
  "s2": 3.79,
  "gap_ha": [0.291, 0.284],
  "spin_multiplicity": 4,
  "symbols": ["Cr", "N", "C", "C", "N", "C", "C", "N", "C", "C", "N", "H", "H", "H", "H", "H", "H", "F", "C", "F", "F", "C", "C", "C", "C", "N", "C", "S", "H", "H", "H", "C", "N", "C", "C", "N", "H", "H", "H", "H", "H", "H", "S", "C", "N", "C", "C", "C", "N", "H", "H", "H", "H", "C", "C", "C", "C", "C", "C", "C", "C", "C", "C", "O", "O", "H", "H", "H", "H", "H", "H", "H", "H", "H", "H", "H"],
  "coordinates": [[1.1203, -0.4211, -0.7911], [-1.9108, -2.5897, -2.6136], [-2.7161, -1.4767, -2.4784], [-1.9366, -0.5083, -1.9267], [-0.6832, -1.0156, -1.7201], [-0.6921, -2.2598, -2.1498], [0.5402, -3.0144, -2.0031], [1.5270, -2.4197, -1.3632], [2.5955, -3.2778, -1.3986], [2.2371, -4.4062, -2.0667], [0.9243, -4.2234, -2.4490], [-2.1907, -3.4677, -3.0150], [-3.7403, -1.4732, -2.8032], [-2.1658, 0.5241, -1.7266], [3.5457, -3.0263, -0.9601], [2.7848, -5.2993, -2.3056], [0.3763, -4.8737, -2.9854], [5.8316, 1.5330, -2.3071], [6.0841, 0.3355, -1.7648], [7.3562, 0.3522, -1.3318], [6.0151, -0.5772, -2.7476], [5.1308, 0.0128, -0.6453], [5.5968, -0.2733, 0.6177], [4.7079, -0.6008, 1.6444], [3.3667, -0.6276, 1.3498], [2.9130, -0.3361, 0.1275], [3.7421, -0.0183, -0.8879], [2.8842, 0.2763, -2.3494], [6.6611, -0.2473, 0.8078], [5.0576, -0.8287, 2.6398], [2.6178, -0.8802, 2.0896], [-0.3765, 3.5402, 2.4478], [0.2690, 3.0547, 1.2426], [0.8152, 4.0687, 0.3596], [0.2304, 1.7766, 0.7783], [0.6383, 1.3168, -0.2919], [0.2421, 4.3299, 2.8748], [-0.4831, 2.7535, 3.1858], [-1.3641, 3.9637, 2.2349], [1.5523, 4.6683, 0.8967], [0.0242, 4.7322, -0.0027], [1.2863, 3.5817, -0.4887], [-0.0619, 1.1279, -4.2710], [-1.1401, 2.3498, -4.5499], [-0.8480, 3.3016, -5.5115], [-1.6572, 4.3301, -5.8277], [-2.8344, 4.4721, -5.1698], [-3.1047, 3.5024, -4.1779], [-2.3222, 2.5024, -3.8730], [0.0368, 3.1738, -5.9828], [-1.3127, 4.9996, -6.6032], [-3.5157, 5.2777, -5.3885], [-4.0261, 3.5716, -3.6070], [-4.1591, -2.6188, 5.5921], [-3.2211, -2.0240, 4.5805], [-3.6005, -0.9462, 3.7955], [-2.7428, -0.3769, 2.8616], [-3.2554, 0.7799, 2.0390], [-1.4660, -0.9324, 2.7062], [-1.0644, -2.0467, 3.4638], [0.3048, -2.6680, 3.3468], [-1.9495, -2.5591, 4.3976], [-0.5194, -0.3338, 1.7359], [-0.4528, 0.9735, 1.8162], [0.1372, -1.0278, 0.9557], [-5.0384, -1.9932, 5.7339], [-3.6638, -2.7399, 6.5556], [-4.4948, -3.6067, 5.2717], [-4.5961, -0.5323, 3.9080], [-4.3424, 0.7374, 1.9887], [-2.8689, 0.7744, 1.0206], [-2.9777, 1.7345, 2.4881], [1.0851, -1.9501, 3.6117], [0.5087, -3.0163, 2.3367], [0.3881, -3.5104, 4.0304], [-1.6392, -3.4039, 5.0021]]
}